# 1
{"formula": "C3H5NO3", "method": "wB97M-V/def2-TZVPD", "fmax_ev_per_a": 2.504, "charge": 0, "total_energy_ha": -397.8238, "smiles": "CC(=O)NC(=O)O", "spin_multiplicity": 1, "e_above_lowest_kcal_mol": 8.1, "orbital_gap_ev": 10.7, "elements": ["O", "C", "N", "C", "O", "O", "C", "H", "H", "H", "H", "H"], "positions_angstrom": [[-2.297, -0.496, 0.120], [-1.143, -0.241, 0.392], [-0.152, -1.053, -0.212], [1.115, -0.493, -0.584], [1.227, -0.504, -1.937], [1.957, -0.160, 0.182], [-0.688, 1.000, 1.110], [-0.462, -1.729, -0.888], [2.165, -0.219, -2.023], [0.306, 0.913, 1.538], [-0.661, 1.789, 0.362], [-1.366, 1.193, 1.939]]}

***

# 2
{"formula": "C3H5NO3", "method": "wB97M-V/def2-TZVPD", "fmax_ev_per_a": 3.489, "charge": 0, "total_energy_ha": -397.6720, "smiles": "C=NOC(=O)OC", "spin_multiplicity": 1, "e_above_lowest_kcal_mol": 103.4, "orbital_gap_ev": 11.6, "elements": ["C", "C", "C", "H", "H", "H", "H", "H", "N", "O", "O", "O"], "positions_angstrom": [[-0.072, 1.468, 2.182], [0.084, 0.174, 0.369], [-0.182, -1.381, -2.558], [0.991, 1.575, 2.046], [-0.210, 0.707, 2.950], [-0.567, 2.374, 2.644], [-0.588, -0.333, -3.037], [0.134, -2.396, -3.084], [0.198, -1.294, -1.339], [-0.880, 0.943, 0.983], [0.923, -0.381, 0.950], [-0.058, 0.134, -0.945]]}

***

# 3
{"formula": "C3H5NO3", "method": "wB97M-V/def2-TZVPD", "fmax_ev_per_a": 3.249, "charge": 0, "total_energy_ha": -397.6632, "smiles": "C=C=O.O=CNO", "spin_multiplicity": 1, "e_above_lowest_kcal_mol": 108.9, "orbital_gap_ev": 9.6, "elements": ["C", "N", "C", "C", "O", "O", "O", "H", "H", "H", "H", "H"], "positions_angstrom": [[-0.512, -1.340, -0.551], [0.861, 1.089, -0.232], [-1.502, -0.789, 0.154], [1.067, 0.045, 0.650], [-0.157, 2.011, 0.049], [-2.413, -0.175, 0.525], [2.096, -0.607, 0.675], [-0.984, 1.735, -0.375], [1.653, 1.422, -0.774], [0.158, -2.040, -0.075], [-0.640, -1.496, -1.605], [0.372, 0.146, 1.558]]}

***

Number 1: molecular weight 103.077 g/mol, LUMO 0.47 eV. Number 2: molecular weight 103.077 g/mol, LUMO 0.82 eV. Number 3: molecular weight 103.077 g/mol, LUMO 0.34 eV.